1.
Entry from the OMol25 dataset: C17H16FeO5S as an isolated structure at a distorted geometry (ωB97M-V with the def2-TZVPD basis set).

Calculated values
Kohn-Sham gap (alpha / beta) = 8.24 / 6.29 eV
spin multiplicity = 5
⟨S²⟩ = 6.076
E_HOMO (alpha / beta) = -14.97 / -15.55 eV
charge = +2

Each line ends with the Löwdin spin population.
CARTESIAN COORDINATES (ANGSTROEM)
1 C -3.13 1.04 0.46  0.012
2 O -1.77 1.37 0.35  0.067
3 C -0.74 0.48 0.60  0.081
4 C -0.24 0.19 1.92  0.006
5 C 0.12 -1.26 2.25  0.016
6 C 0.52 -2.24 1.02  0.035
7 C 0.55 -1.44 -0.26  0.122
8 C -0.10 -0.27 -0.54  -0.005
9 Fe 0.81 1.81 0.91  2.166
10 C 2.01 1.74 2.15  0.044
11 O 2.82 2.00 2.94  0.038
12 C 0.25 3.41 1.21  0.089
13 O 0.37 4.51 1.61  0.101
14 C 1.88 2.33 -0.34  0.096
15 O 2.88 2.91 -0.44  0.133
16 H -3.66 1.99 0.55  0.000
17 H -3.47 0.50 -0.44  0.001
18 H -3.23 0.41 1.35  0.000
19 H -0.59 0.74 2.83  0.010
20 H 1.04 -1.29 2.85  0.000
21 H -0.69 -1.67 2.86  0.001
22 H 1.57 -2.64 1.08  0.008
23 H 1.04 -1.99 -1.10  0.004
24 H -0.29 0.07 -1.57  -0.001
25 C 3.28 -8.68 4.62  0.007
26 O 3.26 -7.24 4.87  0.159
27 C 2.47 -6.48 4.06  0.146
28 C 2.74 -5.09 3.99  0.085
29 C 1.85 -4.25 3.33  0.033
30 C 0.80 -4.79 2.53  0.181
31 S -0.19 -3.90 1.33  0.249
32 C 0.48 -6.17 2.73  0.060
33 C 1.35 -7.03 3.38  0.045
34 H 4.23 -9.06 5.03  0.001
35 H 2.45 -9.19 5.14  0.003
36 H 3.24 -8.88 3.54  0.002
37 H 3.63 -4.68 4.50  0.001
38 H 1.94 -3.15 3.42  0.000
39 H -0.48 -6.54 2.34  0.000
40 H 1.15 -8.10 3.37  0.000

2.
Entry from the OMol25 dataset: C17H16I2N6OPt as an isolated structure (ωB97M-V with the def2-TZVPD basis set).

Calculated values
Kohn-Sham gap (alpha / beta) = 7.00 / 6.75 eV
spin multiplicity = 3
⟨S²⟩ = 2.008
E_HOMO (alpha / beta) = -7.46 / -7.92 eV
charge = 0

Each line ends with the Löwdin spin population.
CARTESIAN COORDINATES (ANGSTROEM)
1 Pt 1.15 -0.28 -0.27  1.387
2 I -3.04 2.70 1.03  0.001
3 C -2.86 0.64 0.97  0.002
4 C -3.98 -0.17 1.27  0.002
5 C -3.90 -1.53 1.24  -0.003
6 I -5.61 -2.63 1.69  0.001
7 C -2.67 -2.16 0.92  0.003
8 C -2.47 -3.56 0.85  -0.005
9 C -1.24 -4.06 0.52  0.004
10 C -0.18 -3.17 0.27  0.006
11 N -0.34 -1.87 0.33  0.098
12 C -1.56 -1.34 0.63  0.007
13 C -1.64 0.09 0.62  0.015
14 O -0.60 0.82 0.32  0.159
15 H -4.91 0.32 1.52  0.000
16 H -3.30 -4.22 1.04  0.000
17 H -1.08 -5.13 0.45  0.001
18 H 0.80 -3.54 0.01  0.002
19 N 2.33 1.66 -0.93  0.102
20 C 1.66 2.87 -0.39  0.005
21 C 2.36 3.37 0.87  0.001
22 C 2.70 2.31 1.93  0.000
23 C 1.53 1.44 2.41  0.003
24 N 1.65 0.05 1.87  0.059
25 H 3.33 1.70 -0.75  0.004
26 H 2.23 1.61 -1.94  0.001
27 H 0.62 2.62 -0.19  0.000
28 H 1.67 3.67 -1.14  0.003
29 H 1.70 4.12 1.32  0.000
30 H 3.28 3.89 0.60  0.000
31 H 3.13 2.84 2.78  0.000
32 H 3.51 1.66 1.57  0.000
33 H 0.58 1.84 2.07  0.000
34 H 1.52 1.40 3.50  0.002
35 H 0.99 -0.56 2.35  0.001
36 H 2.58 -0.30 2.09  0.007
37 N 1.16 -0.90 -2.24  0.054
38 C 0.61 -0.95 -3.27  0.020
39 C -0.01 -1.01 -4.49  0.026
40 C -0.86 -2.11 -4.80  0.004
41 N -1.54 -3.01 -5.03  0.012
42 C 0.23 0.04 -5.42  0.004
43 N 0.45 0.90 -6.16  0.012

3.
Entry from the OMol25 dataset: one molecule with the formula C17H16N4O4S2 at a distorted geometry (ωB97M-V with the def2-TZVPD basis set).

Calculated values
Kohn-Sham gap = 8.13 eV
SMILES = CCOc1ccccc1NC(=O)CSc1nnc(NC(=O)c2ccco2)s1
E_HOMO = -7.98 eV
charge = 0

Each line ends with the Löwdin charge.
CARTESIAN COORDINATES (ANGSTROEM)
1 C -5.96 -0.87 1.82  -0.061
2 C -4.48 -1.08 2.14  -0.242
3 O -3.63 -0.34 1.29  -0.066
4 C -3.43 -0.75 0.00  -0.199
5 C -3.87 -1.94 -0.54  -0.032
6 C -3.59 -2.25 -1.87  -0.095
7 C -2.87 -1.38 -2.65  -0.089
8 C -2.41 -0.19 -2.12  -0.003
9 C -2.68 0.14 -0.80  -0.136
10 N -2.26 1.32 -0.19  0.143
11 C -1.60 2.37 -0.73  -0.559
12 O -1.27 2.47 -1.89  0.056
13 C -1.34 3.49 0.28  -0.361
14 H -1.40 3.14 1.31  0.077
15 H -2.04 4.31 0.10  0.088
16 S 0.31 4.19 0.01  0.933
17 C 1.22 2.74 0.18  -0.938
18 N 0.70 1.61 0.54  -0.058
19 N 1.58 0.62 0.59  0.016
20 C 2.78 0.98 0.27  -0.574
21 N 3.85 0.13 0.25  0.127
22 C 5.11 0.56 -0.08  -0.416
23 O 5.33 1.72 -0.37  0.011
24 C 6.12 -0.48 -0.06  -0.185
25 C 7.47 -0.40 -0.34  0.022
26 C 7.98 -1.70 -0.16  -0.041
27 C 6.92 -2.48 0.21  -0.096
28 O 5.80 -1.76 0.28  0.052
29 H 6.85 -3.52 0.45  0.127
30 H 8.99 -2.02 -0.29  0.106
31 H 8.00 0.48 -0.63  0.123
32 H 3.68 -0.84 0.49  0.158
33 S 2.95 2.67 -0.15  1.107
34 H -2.45 1.33 0.81  0.137
35 H -1.85 0.50 -2.72  0.102
36 H -2.66 -1.62 -3.68  0.101
37 H -3.95 -3.19 -2.28  0.100
38 H -4.44 -2.64 0.05  0.104
39 H -4.26 -0.70 3.14  0.124
40 H -4.22 -2.14 2.12  0.116
41 H -6.57 -1.43 2.53  0.077
42 H -6.21 0.18 1.90  0.079
43 H -6.19 -1.21 0.82  0.068